Density functional theory data (ωB97M-V/def2-TZVPD) for a molecular structure, C14H11CuN3O4S.

Output
**Highest occupied orbital energy (alpha / beta)**: -9.007 / -9.259 eV
**Frontier orbital gap (alpha / beta)**: 9.04 / 8.72 eV
**Relative energy (zero: lowest compared OMol25 entry of this formula, charge and spin)**: 0.0 kcal/mol
**Electronic energy**: -3044.1018 hartree
**Strongest force on any atom**: 0.1 eV Å⁻¹

Geometry as ORCA input:
```
! RIJCOSX wB97M-V def2-TZVPD def2/J DEFGRID3
* xyz 0 2
Cu 0.15 2.15 1.43
O -1.56 -0.35 -1.14
C -0.99 0.25 -0.25
O -1.09 1.51 0.04
C -0.03 -0.51 0.66
C 0.31 -1.85 0.62
C 1.28 -2.29 1.52
C 1.89 -1.41 2.42
C 1.49 -0.09 2.39
N 0.55 0.29 1.54
C 2.05 1.09 3.18
O 2.99 0.91 3.94
O 1.46 2.20 2.93
H -0.16 -2.50 -0.09
H 1.57 -3.34 1.52
H 2.66 -1.73 3.11
N 1.87 5.91 2.21
C 1.60 4.82 1.48
S -0.04 4.44 1.19
N 2.65 4.16 0.99
C 2.66 2.96 0.21
C 1.85 2.81 -0.91
C 1.89 1.62 -1.62
C 2.75 0.60 -1.24
C 3.59 0.78 -0.15
C 3.54 1.95 0.59
H 1.11 6.34 2.70
H 2.81 6.19 2.43
H 3.54 4.37 1.42
H 1.17 3.60 -1.20
H 1.22 1.48 -2.46
H 2.77 -0.32 -1.80
H 4.27 -0.01 0.16
H 4.15 2.07 1.47
*
```

=====

Density functional theory data (ωB97M-V/def2-TZVPD) for a molecular structure, C14H12B4Cl40FNO5.

Output
**Highest occupied orbital energy**: -8.998 eV
**Frontier orbital gap**: 8.94 eV
**Electronic energy**: -19578.7968 hartree
**Strongest force on any atom**: 2.0 eV Å⁻¹

Geometry as ORCA input:
```
! RIJCOSX wB97M-V def2-TZVPD def2/J DEFGRID3
* xyz 0 1
C 2.94 4.55 3.27
O 2.27 4.06 2.07
B 1.14 3.31 2.47
O -0.02 3.96 2.83
B 1.36 1.64 2.49
O 1.82 1.07 3.71
B 3.00 0.42 3.34
F 4.20 0.87 3.71
O 2.84 -0.68 2.49
B 2.22 -0.16 1.31
C 2.78 -0.64 -0.09
C 3.24 0.64 -0.89
C 2.10 1.29 -1.76
N 2.16 2.76 -1.65
O 1.18 0.78 1.41
H 2.32 4.38 4.16
H 3.04 5.64 3.14
H 3.92 4.07 3.40
H 0.20 4.91 2.84
H 3.68 -1.27 0.06
H 2.04 -1.28 -0.60
H 4.05 0.32 -1.57
H 3.66 1.34 -0.14
H 2.25 0.95 -2.80
H 1.13 0.91 -1.38
H 1.30 3.09 -1.23
H 2.96 3.08 -1.12
C 6.59 2.18 1.01
Cl 5.29 3.01 0.15
Cl 8.11 2.39 0.13
Cl 6.76 2.85 2.64
Cl 6.21 0.45 1.13
C -2.80 1.24 1.46
Cl -3.44 2.80 2.00
Cl -4.13 0.14 1.04
Cl -1.78 1.49 0.03
Cl -1.84 0.52 2.76
C 8.81 1.17 5.73
Cl 8.50 1.85 7.34
Cl 9.54 -0.43 5.90
Cl 7.29 1.03 4.84
Cl 9.92 2.23 4.85
C 0.41 -2.37 -3.20
Cl -0.08 -1.25 -1.91
Cl 1.98 -3.09 -2.81
Cl -0.81 -3.65 -3.35
Cl 0.53 -1.48 -4.72
C -5.14 -4.02 0.60
Cl -5.19 -4.60 2.27
Cl -6.41 -2.81 0.36
Cl -3.57 -3.30 0.27
Cl -5.41 -5.38 -0.50
C -2.13 -7.94 -3.55
Cl -2.97 -8.47 -2.09
Cl -0.51 -8.65 -3.60
Cl -3.04 -8.46 -4.97
Cl -1.99 -6.17 -3.55
C -4.90 -12.30 -5.12
Cl -3.44 -13.07 -5.75
Cl -6.05 -13.54 -4.59
Cl -4.48 -11.26 -3.75
Cl -5.65 -11.31 -6.39
C -0.55 1.85 -7.44
Cl -0.07 2.74 -8.89
Cl -0.46 2.92 -6.04
Cl -2.20 1.25 -7.63
Cl 0.55 0.48 -7.20
C -7.34 3.03 3.50
Cl -6.36 1.97 2.48
Cl -8.51 3.90 2.50
Cl -8.21 2.06 4.70
Cl -6.29 4.19 4.34
C -5.70 7.17 1.12
Cl -6.08 7.90 2.69
Cl -4.94 5.59 1.37
Cl -7.19 6.96 0.19
Cl -4.59 8.23 0.23
*
```

=====

Density functional theory data (ωB97M-V/def2-TZVPD) for a molecular structure, C14H12BeN4O7.

Output
**Highest occupied orbital energy (alpha / beta)**: -0.285 / -0.332 eV
**Frontier orbital gap (alpha / beta)**: 4.19 / 4.36 eV
**Electronic energy**: -1300.8241 hartree
**Strongest force on any atom**: 6.3 eV Å⁻¹

Geometry as ORCA input:
```
! RIJCOSX wB97M-V def2-TZVPD def2/J DEFGRID3
* xyz -2 1
C -1.77 -3.30 0.89
C -1.44 -3.63 -0.48
C -1.96 -2.55 -1.32
C -2.55 -1.57 -0.46
C -2.48 -2.04 0.88
Be -0.07 -0.54 1.01
C 1.73 -2.64 -0.96
C 1.60 -2.69 0.50
C 2.10 -3.84 1.20
N 1.12 -1.70 1.29
H -1.77 -2.45 -2.38
H -0.82 -4.46 -0.82
H -2.87 -0.56 -0.76
H -2.77 -1.50 1.78
H -1.39 -3.83 1.76
H 1.20 -3.19 -1.75
H 0.92 -1.47 2.40
H 2.22 -1.75 -1.31
H 2.82 -4.63 0.90
H 1.71 -3.84 2.21
O 1.02 6.30 -0.98
N 0.32 5.73 -0.13
O -0.33 6.30 0.76
C 0.28 4.28 -0.19
C 1.04 3.61 -1.20
C 0.93 2.20 -1.27
C 0.12 1.40 -0.38
O 0.02 0.08 -0.41
C -0.49 2.17 0.66
C -0.48 3.58 0.78
N -1.23 1.53 1.74
O -2.00 2.13 2.48
O -1.12 0.24 1.80
N 1.72 1.59 -2.34
O 2.44 2.29 -3.05
O 1.64 0.37 -2.48
H 1.64 4.22 -1.91
H -1.06 4.15 1.54
*
```

=====

Density functional theory data (ωB97M-V/def2-TZVPD) for a molecular structure, C14H12BrCl6CsFLi2MgO8.

Output
**Highest occupied orbital energy**: -6.785 eV
**Frontier orbital gap**: 1.50 eV
**Electronic energy**: -6811.9382 hartree
**Strongest force on any atom**: 6.4 eV Å⁻¹

Geometry as ORCA input:
```
! RIJCOSX wB97M-V def2-TZVPD def2/J DEFGRID3
* xyz 1 1
O 3.81 -0.76 -0.22
C 4.30 0.21 -0.94
O 5.74 0.32 -0.90
C 3.37 1.22 -1.78
C 2.79 2.41 -0.80
C 1.15 2.35 -0.75
C 0.36 2.65 -1.95
Br 1.14 3.14 -3.72
C -1.24 2.51 -1.75
O -2.07 3.33 -2.22
C -1.68 1.24 -0.86
C -2.94 0.30 -1.25
C -2.27 -1.07 -1.84
O -1.39 -0.98 -2.74
Cl -2.67 -2.76 -1.23
C -0.90 0.93 0.33
Cl -1.32 -0.46 1.45
C 0.36 1.91 0.60
O 0.73 2.27 1.75
H 6.01 1.03 -0.27
H 2.47 0.59 -2.16
H 3.94 1.68 -2.68
H 3.18 3.45 -1.12
H 3.14 2.11 0.26
H -3.56 0.76 -2.11
H -3.60 0.09 -0.33
Li 4.12 -0.20 2.03
O 5.73 -1.60 -3.12
H 5.83 -1.00 -2.40
F 4.77 -1.46 -5.28
Mg 1.71 -1.10 0.09
C -0.36 -0.90 5.50
Cl -0.89 0.80 5.58
Cl 1.21 -0.99 4.67
Cl -0.21 -1.55 7.15
Cl -1.55 -1.85 4.59
O -3.82 -2.96 3.15
C -4.04 -2.22 2.09
C -5.52 -2.57 1.49
O -5.72 -1.84 0.41
H -3.34 -2.34 1.25
H -4.03 -1.12 2.23
H -6.21 -2.44 2.33
H -5.53 -3.67 1.36
Li -3.98 -4.63 -2.59
Cs 3.10 5.13 -3.30
*
```

=====

Density functional theory data (ωB97M-V/def2-TZVPD) for a molecular structure, C14H12BrCuN4O2SSe.

Output
**Highest occupied orbital energy**: -8.230 eV
**Frontier orbital gap**: 6.87 eV
**Relative energy (zero: lowest compared OMol25 entry of this formula, charge and spin)**: 2.8 kcal/mol
**Electronic energy**: -7924.3792 hartree
**Strongest force on any atom**: 0.4 eV Å⁻¹

Geometry as ORCA input:
```
! RIJCOSX wB97M-V def2-TZVPD def2/J DEFGRID3
* xyz 0 1
Cu -1.25 0.32 -0.10
N -3.14 -0.76 2.75
C -3.72 -0.15 1.70
N -4.15 1.10 1.91
S -3.90 -0.93 0.20
H -2.68 -0.18 3.45
H -2.74 -1.66 2.56
H -3.74 1.63 2.66
H -4.41 1.62 1.08
Br 1.24 2.51 0.26
C 1.71 1.08 1.42
C 3.01 0.61 1.30
C 3.45 -0.40 2.14
C 2.61 -0.91 3.12
C 1.33 -0.40 3.25
C 0.84 0.58 2.39
C -0.61 0.99 2.57
O -1.06 1.05 3.71
O -1.28 1.23 1.51
H 3.66 1.03 0.55
H 4.46 -0.78 2.03
H 2.96 -1.68 3.79
H 0.66 -0.76 4.02
Se -2.66 -0.41 -2.82
N -1.13 -0.36 -1.90
C -0.13 -0.37 -2.77
C 1.25 -0.33 -2.43
C 2.16 -0.35 -3.44
C 1.76 -0.42 -4.82
C 0.45 -0.46 -5.18
C -0.54 -0.44 -4.15
N -1.84 -0.46 -4.36
H 1.55 -0.27 -1.39
H 3.21 -0.32 -3.21
H 2.53 -0.44 -5.58
H 0.14 -0.52 -6.21
*
```

=====

Density functional theory data (ωB97M-V/def2-TZVPD) for C14H12ClN3O5 in the gas phase.

Output
**Highest occupied orbital energy**: -8.246 eV
**Frontier orbital gap**: 8.78 eV
**Relative energy (zero: lowest compared OMol25 entry of this formula, charge and spin)**: 1.3 kcal/mol
**Structure (SMILES)**: O=C(COc1ccc(Cl)cc1)Nc1nnc(C2=COCCO2)o1
**Electronic energy**: -1541.3079 hartree
**Strongest force on any atom**: 1.7 eV Å⁻¹

Geometry as ORCA input:
```
! RIJCOSX wB97M-V def2-TZVPD def2/J DEFGRID3
* xyz 0 1
O 3.44 3.73 -0.03
C 2.79 2.74 0.12
N 1.42 2.78 -0.02
C 0.51 1.80 0.27
N 0.65 0.72 0.97
N -0.55 0.12 1.00
C -1.37 0.86 0.31
C -2.77 0.62 0.08
C -3.37 -0.52 0.50
O -4.69 -0.77 0.36
C -5.43 0.37 -0.05
H -6.39 0.00 -0.43
C -4.66 1.13 -1.13
H -5.22 2.01 -1.46
O -3.44 1.60 -0.61
H -4.48 0.47 -1.98
H -5.60 1.03 0.81
H -2.81 -1.30 0.98
O -0.76 1.96 -0.18
H 1.03 3.64 -0.39
C 3.35 1.36 0.45
O 2.92 0.49 -0.57
C 2.78 -0.84 -0.29
C 2.08 -1.58 -1.24
C 1.88 -2.94 -1.07
C 2.39 -3.56 0.06
C 3.10 -2.83 1.01
C 3.30 -1.48 0.83
H 3.86 -0.93 1.57
H 3.49 -3.33 1.88
Cl 2.14 -5.25 0.29
H 1.33 -3.51 -1.80
H 1.69 -1.08 -2.11
H 2.95 1.05 1.42
H 4.44 1.43 0.48
*
```